Entry 1:
DFT (the ωB97M-V functional and the def2-TZVPD basis) results for C13H12Br2HgN3OS2 as an isolated structure.

## Properties
- molar mass (Da) = 650.79
- calculated total energy (a.u.) = -6839.8520
- max |F| (hartree/bohr) = 0.017
- LUMO level (spin up / spin down) (eV) = -0.21 / -2.27
- HOMO-LUMO gap (spin up / spin down) (eV) = 7.904 / 5.835

```
! RIJCOSX wB97M-V def2-TZVPD def2/J DEFGRID3
* xyz 0 2
Hg -2.645 0.676 -1.546
Br -0.950 -2.049 -3.127
C -1.951 -2.947 -1.723
Br -1.388 -2.385 0.033
H -1.779 -4.018 -1.810
H -3.005 -2.692 -1.830
N 5.446 0.534 6.622
C 4.738 0.704 5.737
C 3.869 0.925 4.646
C 3.291 -0.150 3.969
C 2.451 0.076 2.899
C 2.178 1.378 2.476
C 2.751 2.448 3.165
C 3.586 2.227 4.237
N 1.350 1.613 1.373
C 0.973 2.836 0.870
C 0.190 2.587 -0.212
N 0.073 1.239 -0.393
C 0.772 0.686 0.558
H 3.507 -1.159 4.285
H 2.013 -0.773 2.397
H 2.554 3.465 2.864
H 4.027 3.061 4.761
H 1.255 3.770 1.304
H -0.287 3.286 -0.874
H 0.877 -0.373 0.687
C -4.402 -2.895 -4.707
O -4.039 -2.152 -5.855
C -4.002 -0.838 -5.819
S -3.613 0.041 -7.179
S -4.364 0.162 -4.520
H -5.173 -3.609 -5.002
H -4.785 -2.236 -3.923
H -3.519 -3.439 -4.361
*
```

natural (NBO) population analysis, charges in e, atoms 1 to 6: 0.03 0.04 -0.54 0.04 0.23 0.23



Entry 2:
DFT (the ωB97M-V functional and the def2-TZVPD basis) results for one molecule with the formula C13H12Br2O8 in a non-equilibrium geometry.

## Properties
- ΔE to the lowest compared entry with this formula, charge and spin (kcal per mole) = 5.7
- molar mass (Da) = 456.04
- calculated total energy (a.u.) = -6252.4472
- SMILES string = O=C1O[C@H]2[C@H](O)CO[C@@]2(O)[C@@]1(O)Cc1cc(O)c(O)c(Br)c1Br
- max |F| (hartree/bohr) = 0.071
- LUMO level (eV) = -0.65
- HOMO-LUMO gap (eV) = 8.216

```
! RIJCOSX wB97M-V def2-TZVPD def2/J DEFGRID3
* xyz 0 1
O -2.104 2.239 -2.284
C -1.171 2.243 -1.574
O -0.659 3.386 -1.062
C 0.579 2.928 -0.440
C 0.783 3.412 0.908
O 2.199 3.765 0.960
C 0.226 2.303 1.860
O 0.426 1.133 1.086
C 0.644 1.408 -0.383
O 1.973 1.064 -0.726
C -0.380 0.901 -1.406
O 0.406 0.504 -2.560
C -1.512 -0.206 -0.862
C -0.906 -1.479 -0.243
C -0.961 -1.541 1.170
C -0.459 -2.714 1.741
O -0.557 -2.909 3.045
C 0.101 -3.744 0.947
O 0.712 -4.873 1.418
C 0.017 -3.629 -0.398
Br 0.544 -5.125 -1.586
C -0.487 -2.560 -1.043
Br -1.054 -2.558 -3.093
H 1.394 3.269 -1.078
H 0.242 4.331 0.902
H 2.690 2.976 0.891
H 0.773 2.227 2.855
H -0.875 2.357 1.930
H 1.895 0.763 -1.675
H -0.186 0.023 -3.127
H -2.151 -0.430 -1.771
H -2.227 0.274 -0.198
H -1.208 -0.687 1.789
H 0.121 -3.622 3.301
H 1.170 -5.429 0.704
*
```

natural (NBO) population analysis, charges in e, atoms 1 to 6: -0.54 0.75 -0.46 0.00 0.04 -0.70



Entry 3:
DFT (the ωB97M-V functional and the def2-TZVPD basis) results for one molecule with the formula C13H12BrN in a non-equilibrium geometry.

## Properties
- ΔE to the lowest compared entry with this formula, charge and spin (kcal per mole) = 33.9
- molar mass (Da) = 262.15
- calculated total energy (a.u.) = -3131.1007
- max |F| (hartree/bohr) = 0.087
- LUMO level (eV) = 0.49
- HOMO-LUMO gap (eV) = 8.194

```
! RIJCOSX wB97M-V def2-TZVPD def2/J DEFGRID3
* xyz 0 1
C 0.303 -0.680 2.713
C 0.562 -1.961 3.079
C 0.280 -2.642 0.709
C -0.021 -0.360 1.349
C -0.084 -1.360 0.373
C 0.569 -2.928 2.088
C -0.285 -1.293 -2.321
C -0.301 1.108 0.938
C -0.098 2.608 -2.090
C 0.964 1.892 -1.244
C -1.180 1.765 -1.463
C -0.312 -0.964 -0.984
C -0.184 1.278 -0.507
N -1.526 -1.233 -1.954
Br 1.367 -4.673 2.674
H 0.306 0.250 3.235
H 0.755 -2.160 4.137
H 0.041 -3.491 0.144
H 0.341 -1.573 -3.257
H -1.432 1.371 1.348
H 0.413 1.689 1.583
H -0.120 3.658 -1.874
H 0.134 2.586 -3.226
H 1.623 1.211 -1.809
H 1.508 2.594 -0.466
H -2.136 2.350 -1.150
H -1.486 0.957 -2.023
*
```

natural (NBO) population analysis, charges in e, atoms 1 to 6: -0.21 -0.24 -0.21 0.07 -0.13 -0.01



Entry 4:
DFT (the ωB97M-V functional and the def2-TZVPD basis) results for one molecule with the formula C13H12BrN3O2S.

## Properties
- ΔE to the lowest compared entry with this formula, charge and spin (kcal per mole) = 0.0
- molar mass (Da) = 354.23
- calculated total energy (a.u.) = -3789.5202
- SMILES string = O=C(NNC(=S)NCc1ccco1)c1ccccc1Br
- max |F| (hartree/bohr) = 0.018
- LUMO level (eV) = 0.64
- HOMO-LUMO gap (eV) = 9.031

```
! RIJCOSX wB97M-V def2-TZVPD def2/J DEFGRID3
* xyz 0 1
O -0.431 -1.832 -0.682
C 0.643 -1.267 -0.585
N 0.943 -0.465 0.456
N -0.019 -0.188 1.415
C 0.221 0.789 2.312
S 1.723 1.489 2.424
N -0.758 1.126 3.181
C -2.147 0.708 3.083
C -2.820 1.250 1.860
C -3.443 2.436 1.606
C -3.819 2.401 0.240
C -3.394 1.202 -0.236
O -2.788 0.498 0.734
C 1.761 -1.427 -1.565
C 2.233 -2.707 -1.833
C 3.251 -2.908 -2.748
C 3.799 -1.827 -3.420
C 3.323 -0.549 -3.187
C 2.309 -0.357 -2.263
Br 1.641 1.414 -2.008
H 1.793 0.084 0.599
H -0.947 -0.490 1.129
H -0.540 1.923 3.758
H -2.190 -0.386 3.067
H -2.660 1.066 3.976
H -3.616 3.231 2.301
H -4.332 3.167 -0.304
H -3.455 0.745 -1.203
H 1.787 -3.540 -1.311
H 3.613 -3.906 -2.940
H 4.592 -1.976 -4.137
H 3.731 0.296 -3.719
*
```

natural (NBO) population analysis, charges in e, atoms 1 to 6: -0.62 0.63 -0.45 -0.44 0.28 -0.29



Entry 5:
DFT (the ωB97M-V functional and the def2-TZVPD basis) results for a 2-piece molecular cluster, C13H12F10NO5S overall in a non-equilibrium geometry.

## Properties
- molar mass (Da) = 484.29
- calculated total energy (a.u.) = -2329.8627
- max |F| (hartree/bohr) = 0.107
- LUMO level (eV) = -5.61
- HOMO-LUMO gap (eV) = 7.509

```
! RIJCOSX wB97M-V def2-TZVPD def2/J DEFGRID3
* xyz 1 1
O 5.703 -3.216 1.329
C 5.645 -2.268 0.490
O 6.496 -2.377 -0.655
C 4.618 -1.081 0.740
C 4.489 -0.267 2.079
C 3.432 0.869 2.148
N 2.541 1.169 1.024
C 2.569 0.466 -0.233
C 1.607 0.724 -1.480
C 0.085 1.056 -1.128
C -0.689 -0.126 -0.319
F -0.205 0.000 1.043
F -2.059 0.341 -0.290
C -0.501 -1.576 -0.945
F -0.574 -1.444 -2.375
F 0.811 -2.121 -0.701
S -1.724 -2.894 -0.442
F -0.480 -3.738 0.353
F -1.304 -3.779 -1.831
F -2.997 -2.190 -1.245
F -2.082 -2.195 1.023
F -2.758 -4.148 -0.035
C 3.625 -0.696 -0.399
H 6.254 -3.246 -1.069
H 5.188 -0.563 2.934
H 3.316 1.467 3.127
H 1.852 1.929 1.180
H 2.030 1.653 -2.035
H 1.731 -0.147 -2.232
H -0.029 2.068 -0.578
H -0.473 1.208 -2.132
H 3.660 -1.268 -1.397
C -4.786 1.712 0.177
C -4.863 2.650 1.339
O -4.875 3.922 0.727
C -5.457 3.733 -0.492
O -5.881 4.615 -1.178
O -5.504 2.412 -0.828
F -3.754 2.555 2.115
H -3.762 1.543 -0.161
H -5.249 0.747 0.390
H -5.758 2.530 1.956
*
```

natural (NBO) population analysis, charges in e, atoms 1 to 6: -0.48 0.73 -0.68 0.00 -0.19 0.07



Entry 6:
DFT (the ωB97M-V functional and the def2-TZVPD basis) results for C13H12F2IN2O12PS2 as an isolated structure in a non-equilibrium geometry.

## Properties
- molar mass (Da) = 648.25
- calculated total energy (a.u.) = -3149.6177
- max |F| (hartree/bohr) = 0.190
- LUMO level (eV) = 0.62
- HOMO-LUMO gap (eV) = 1.690

```
! RIJCOSX wB97M-V def2-TZVPD def2/J DEFGRID3
* xyz -2 1
C 4.007 -0.230 0.432
C 3.952 -1.207 -0.893
C 2.464 -1.885 -0.936
N 1.481 -1.278 -1.889
C 0.623 -0.195 -1.311
C -0.769 -0.728 -0.551
C -1.804 0.320 0.149
C -1.451 1.929 0.093
C -2.609 2.896 0.817
C -2.269 2.893 2.421
O -2.425 3.968 3.211
F -1.726 1.654 3.054
C -0.075 2.554 -0.625
P 0.227 4.437 -0.568
O -0.356 5.156 0.753
O -0.649 5.153 -1.907
O 1.945 4.889 -0.549
C 0.946 1.445 -1.358
S 2.474 2.100 -2.244
O 3.094 1.134 -3.279
O 3.646 2.481 -1.261
F 1.938 3.480 -3.179
C -3.052 -0.520 0.792
O -4.126 -0.107 1.495
N -2.667 -1.956 0.386
I -2.714 -3.316 1.965
C -1.371 -2.236 -0.361
O -0.836 -3.373 -0.814
H 4.894 0.532 0.349
H 2.940 0.303 0.481
H 4.075 -0.847 1.451
H 4.717 -2.096 -0.668
H 4.310 -0.707 -1.888
H 2.494 -3.058 -1.150
H 2.013 -1.795 0.165
H 1.843 -1.097 -2.842
H -2.653 3.956 0.319
H -3.664 2.384 0.685
H -1.073 6.003 -1.532
H 2.335 4.423 0.248
O -2.936 -6.716 2.727
S -4.026 -7.492 2.107
O -4.469 -8.546 3.038
O -3.541 -8.111 0.860
O -5.157 -6.596 1.805
*
```

natural (NBO) population analysis, charges in e, atoms 1 to 6: -0.64 -0.44 -0.23 -0.66 0.29 -0.11



Entry 7:
DFT (the ωB97M-V functional and the def2-TZVPD basis) results for one molecule with the formula C13H12N2O in a non-equilibrium geometry.

## Properties
- ΔE to the lowest compared entry with this formula, charge and spin (kcal per mole) = 27.2
- molar mass (Da) = 212.25
- calculated total energy (a.u.) = -687.3133
- SMILES string = OCc1ccccc1/N=C/c1cccnc1
- max |F| (hartree/bohr) = 0.022
- LUMO level (eV) = -0.14
- HOMO-LUMO gap (eV) = 8.428

```
! RIJCOSX wB97M-V def2-TZVPD def2/J DEFGRID3
* xyz 0 1
O -2.432 -2.811 0.716
C -1.614 -1.884 0.042
C -2.234 -0.511 -0.068
C -3.616 -0.407 -0.161
C -4.246 0.821 -0.218
C -3.490 1.982 -0.153
C -2.119 1.903 -0.035
C -1.470 0.665 -0.014
N -0.104 0.684 0.160
C 0.727 0.040 -0.545
C 2.147 0.076 -0.243
C 2.648 0.792 0.848
C 4.009 0.783 1.085
C 4.824 0.058 0.225
N 4.364 -0.625 -0.810
C 3.065 -0.615 -1.037
H -2.649 -2.456 1.585
H -1.468 -2.313 -0.956
H -0.629 -1.817 0.531
H -4.195 -1.319 -0.197
H -5.320 0.874 -0.305
H -3.972 2.947 -0.187
H -1.515 2.796 0.018
H 0.440 -0.547 -1.427
H 1.960 1.336 1.477
H 4.433 1.324 1.917
H 5.896 0.019 0.368
H 2.734 -1.188 -1.894
*
```

natural (NBO) population analysis, charges in e, atoms 1 to 6: -0.71 -0.08 -0.12 -0.19 -0.22 -0.20



Entry 8:
DFT (the ωB97M-V functional and the def2-TZVPD basis) results for C13H13BF4N4O4SbScSe4 as an isolated structure.

## Properties
- ΔE to the lowest compared entry with this formula, charge and spin (kcal per mole) = 2.3
- molar mass (Da) = 858.63
- calculated total energy (a.u.) = -12054.7356
- max |F| (hartree/bohr) = 0.009
- LUMO level (eV) = 3.92
- HOMO-LUMO gap (eV) = 5.879

```
! RIJCOSX wB97M-V def2-TZVPD def2/J DEFGRID3
* xyz -2 1
Sc 1.026 0.848 -3.062
Se -3.147 0.537 -5.814
Sb -1.240 -0.729 -5.062
Se -1.081 -0.504 -2.520
Se 0.950 0.526 -5.563
Se -0.998 -3.041 -5.690
O 2.216 2.756 -2.825
N 1.184 3.495 -2.782
O 1.254 4.685 -2.589
O 0.077 2.899 -2.935
F 4.955 -0.750 -2.850
B 4.058 -0.460 -1.856
F 4.291 0.757 -1.242
F 3.945 -1.479 -0.910
F 2.694 -0.361 -2.486
C -4.096 -0.876 0.137
C -2.974 -1.042 1.121
C -2.992 -0.418 2.363
C -1.912 -0.513 3.232
C -0.802 -1.263 2.880
N 0.317 -1.303 3.765
C 1.647 -1.383 3.399
O 2.453 -1.976 4.100
N 2.031 -0.747 2.245
C 1.365 0.266 1.522
C 0.672 1.300 2.130
C 0.049 2.231 1.317
C 0.173 2.130 -0.057
N 0.883 1.163 -0.643
C 1.442 0.239 0.137
C -0.790 -1.933 1.662
C -1.857 -1.810 0.791
H -4.898 -0.265 0.553
H -4.512 -1.844 -0.149
H -3.732 -0.404 -0.779
H -3.848 0.186 2.642
H -1.913 0.024 4.174
H 0.173 -1.763 4.649
H 2.937 -1.035 1.907
H 0.606 1.359 3.207
H -0.527 3.042 1.741
H -0.314 2.837 -0.716
H 1.972 -0.568 -0.346
H 0.076 -2.520 1.378
H -1.811 -2.293 -0.177
*
```

natural (NBO) population analysis, charges in e, atoms 1 to 6: 1.33 -0.79 1.09 -0.73 -0.66 -0.78



Please write out number 1 again, unchanged.
DFT (the ωB97M-V functional and the def2-TZVPD basis) results for C13H12Br2HgN3OS2 as an isolated structure.

## Properties
- molar mass (Da) = 650.79
- calculated total energy (a.u.) = -6839.8520
- max |F| (hartree/bohr) = 0.017
- LUMO level (spin up / spin down) (eV) = -0.21 / -2.27
- HOMO-LUMO gap (spin up / spin down) (eV) = 7.904 / 5.835

```
! RIJCOSX wB97M-V def2-TZVPD def2/J DEFGRID3
* xyz 0 2
Hg -2.645 0.676 -1.546
Br -0.950 -2.049 -3.127
C -1.951 -2.947 -1.723
Br -1.388 -2.385 0.033
H -1.779 -4.018 -1.810
H -3.005 -2.692 -1.830
N 5.446 0.534 6.622
C 4.738 0.704 5.737
C 3.869 0.925 4.646
C 3.291 -0.150 3.969
C 2.451 0.076 2.899
C 2.178 1.378 2.476
C 2.751 2.448 3.165
C 3.586 2.227 4.237
N 1.350 1.613 1.373
C 0.973 2.836 0.870
C 0.190 2.587 -0.212
N 0.073 1.239 -0.393
C 0.772 0.686 0.558
H 3.507 -1.159 4.285
H 2.013 -0.773 2.397
H 2.554 3.465 2.864
H 4.027 3.061 4.761
H 1.255 3.770 1.304
H -0.287 3.286 -0.874
H 0.877 -0.373 0.687
C -4.402 -2.895 -4.707
O -4.039 -2.152 -5.855
C -4.002 -0.838 -5.819
S -3.613 0.041 -7.179
S -4.364 0.162 -4.520
H -5.173 -3.609 -5.002
H -4.785 -2.236 -3.923
H -3.519 -3.439 -4.361
*
```

natural (NBO) population analysis, charges in e, atoms 1 to 6: 0.03 0.04 -0.54 0.04 0.23 0.23



Which of these has the highest molar mass?
C13H13BF4N4O4SbScSe4



What is the calculated total energy in the fourth record?
-3789.5202 a.u.